# C18H22ClN2O5PdS

A structure of composition C18H22ClN2O5PdS (ωB97M-V/def2-TZVPD, the Open Molecules 2025 dataset).

Each line ends with the Mulliken charge.
Element x y z (Å)
Pd (0.81105, 0.17917, -0.82196)  0.63
O (4.08612, -2.23937, -0.75294)  -0.62
Cl (2.92054, -1.55885, -0.36932)  1.80
O (3.15154, -0.46864, 0.54536)  -0.54
O (1.90421, -2.43414, 0.13850)  -0.52
O (2.34868, -0.88136, -1.60955)  -0.70
C (-0.81093, 0.58720, -3.13788)  -0.42
C (-1.86881, 0.06631, -4.15872)  -0.73
N (-2.23865, -1.30767, -3.85918)  -0.12
C (-1.06160, -2.15825, -3.92711)  -0.83
C (0.01995, -1.68668, -2.91216)  -0.73
N (-0.51519, -0.50619, -2.17396)  0.66
C (-1.76302, -0.90889, -1.46361)  -0.40
C (-2.80421, -1.37754, -2.52284)  -0.88
H (-1.17311, 1.44248, -2.56932)  0.32
H (0.12393, 0.86024, -3.62550)  0.41
H (-1.46818, 0.11350, -5.17038)  0.29
H (-2.76295, 0.68737, -4.12354)  0.33
H (-0.66157, -2.12750, -4.93979)  0.29
H (-1.35580, -3.18561, -3.71633)  0.33
H (0.93575, -1.38459, -3.41132)  0.51
H (0.26995, -2.45151, -2.17894)  0.38
H (-2.11756, -0.05270, -0.89900)  0.32
H (-1.49813, -1.70431, -0.76721)  0.44
H (-3.69148, -0.74663, -2.48291)  0.35
H (-3.11235, -2.40233, -2.31977)  0.30
O (-0.61310, 1.42157, -0.07486)  -0.42
S (-0.73462, 1.86493, 1.39942)  -0.05
C (0.86023, 2.47184, 1.89637)  0.33
C (0.95816, 2.93728, 3.20201)  -0.57
C (2.18854, 3.36772, 3.66737)  -0.56
C (3.30002, 3.33786, 2.83268)  -0.50
C (3.18280, 2.89683, 1.52436)  -0.72
C (1.95145, 2.47057, 1.04793)  0.06
C (-0.84542, 0.37971, 2.35393)  0.76
C (-2.03758, 0.16780, 3.03354)  -0.57
C (-2.19162, -1.00304, 3.76366)  -0.59
C (-1.16956, -1.93959, 3.79042)  -0.49
C (0.02049, -1.71359, 3.10449)  -0.75
C (0.19635, -0.54111, 2.39279)  -0.29
H (0.08994, 2.95146, 3.85011)  0.41
H (2.28047, 3.72799, 4.68263)  0.41
H (4.25972, 3.67273, 3.20145)  0.41
H (4.04214, 2.88910, 0.86854)  0.45
H (1.86559, 2.21087, -0.00588)  0.63
H (-2.83434, 0.89954, 2.98615)  0.44
H (-3.11064, -1.18306, 4.30407)  0.42
H (-1.29448, -2.85266, 4.35689)  0.42
H (0.81876, -2.44250, 3.13673)  0.47
H (1.14855, -0.34575, 1.91456)  0.47

The HOMO energy (alpha / beta) is -11.89 / -11.89 eV. The calculation puts the electronic energy at -2170.5214 Eh. The energy above the lowest of the compared OMol25 structures with the same formula, charge and spin is 36.3 kJ/mol. Its charge is +1.